{
  "formula": "C30H34IN8O3RuS2",
  "method": "the ωB97M-V functional and the def2-TZVPD basis",
  "max_force_ha_per_bohr": 0.017,
  "spin_multiplicity": 2,
  "gap_ev": [6.4638, 5.3728],
  "mol_weight_g_mol": 846.8,
  "total_charge": 2,
  "e_tot_ev": -82063.9922,
  "homo_energy_ev": [-12.6, -12.6],
  "elements": ["Ru", "O", "S", "C", "C", "C", "C", "S", "O", "C", "C", "C", "C", "C", "C", "C", "C", "C", "C", "C", "C", "H", "H", "H", "H", "H", "H", "H", "H", "H", "H", "H", "H", "H", "H", "H", "H", "H", "H", "I", "N", "N", "N", "C", "N", "N", "H", "H", "H", "C", "C", "C", "C", "C", "N", "C", "O", "N", "C", "C", "C", "C", "N", "C", "C", "C", "H", "H", "H", "H", "H", "H", "H", "H", "H", "H", "H", "H", "H"],
  "coordinates": [[-0.07000, 0.36413, 0.23262], [2.05166, 0.36622, 0.27095], [3.49200, 0.10738, 0.70556], [4.26047, 1.76786, 0.63298], [3.24085, 2.89657, 0.78945], [2.68848, 3.34394, -0.56219], [1.54689, 4.35062, -0.46003], [-0.09164, 3.57110, -0.25848], [0.19949, 2.33727, 0.61502], [-0.33204, 2.91143, -1.89050], [0.18573, 1.66834, -2.24693], [-0.04944, 1.17694, -3.52039], [-0.78964, 1.92873, -4.42441], [-1.30063, 3.16574, -4.05922], [-1.08106, 3.66296, -2.78096], [3.54302, -0.16752, 2.46003], [4.44868, -1.13368, 2.88028], [4.63183, -1.34410, 4.24130], [3.90849, -0.59653, 5.15779], [2.98890, 0.35439, 4.72528], [2.79747, 0.57503, 3.37189], [4.77491, 1.81456, -0.32792], [5.01114, 1.75573, 1.42237], [3.71337, 3.73974, 1.29673], [2.41953, 2.56820, 1.42026], [2.35169, 2.47425, -1.12215], [3.49053, 3.79239, -1.15273], [1.43280, 4.93376, -1.37606], [1.65872, 5.04268, 0.37563], [0.81618, 1.09546, -1.56110], [0.35001, 0.21468, -3.81110], [-0.97456, 1.54323, -5.41770], [-1.88431, 3.74136, -4.76425], [-1.50452, 4.61370, -2.48083], [5.01223, -1.70779, 2.15471], [5.34139, -2.08677, 4.57995], [4.05352, -0.75266, 6.21849], [2.42152, 0.92166, 5.45106], [2.07619, 1.30732, 3.03543], [-2.54465, 0.54662, -0.42884], [1.54622, -4.69816, 0.15439], [0.70482, -3.64140, -0.09970], [-0.55689, -3.81720, -0.40702], [-0.99570, -2.56971, -0.46612], [-0.00471, -1.70308, -0.21102], [1.08537, -2.41698, 0.04316], [1.14255, -5.52777, -0.26669], [2.46975, -4.49068, -0.20784], [-2.00359, -2.29643, -0.72094], [2.68756, -8.56060, 3.37632], [2.44135, -7.27066, 4.10795], [3.32091, -6.81928, 5.08966], [3.08002, -5.65168, 5.79111], [1.93862, -4.89822, 5.53438], [1.73048, -3.73098, 6.31250], [1.05457, -2.58193, 6.03238], [0.79360, -1.75047, 6.87629], [0.75409, -2.40095, 4.68180], [0.08085, -1.31211, 4.15970], [-0.70263, -0.42695, 4.90440], [-1.30339, 0.63408, 4.25382], [-1.13146, 0.81422, 2.89460], [-0.38508, -0.04578, 2.18854], [0.20415, -1.07872, 2.79464], [1.03749, -5.34484, 4.57385], [1.30216, -6.51206, 3.86881], [3.74190, -8.83196, 3.39474], [2.36625, -8.49785, 2.33672], [2.13047, -9.37678, 3.83979], [4.21158, -7.39387, 5.31255], [3.77936, -5.32163, 6.55022], [2.08790, -3.74108, 7.25609], [1.23484, -3.00370, 4.03033], [-0.82207, -0.57192, 5.96614], [-1.91493, 1.33456, 4.80450], [-1.58375, 1.63088, 2.35550], [0.83040, -1.71433, 2.18593], [0.09379, -4.83760, 4.42020], [0.57664, -6.85658, 3.14081]]
}

{
  "formula": "C13H13CeClN2O2",
  "method": "the ωB97M-V functional and the def2-TZVPD basis",
  "max_force_ha_per_bohr": 0.119,
  "gap_ev": [4.5071, 4.4884],
  "mol_weight_g_mol": 404.8,
  "total_charge": 2,
  "e_tot_ev": -46198.5533,
  "homo_energy_ev": [-14.6, -14.6],
  "elements": ["Cl", "C", "C", "C", "H", "C", "C", "H", "H", "H", "C", "Ce", "C", "C", "O", "O", "H", "H", "H", "N", "C", "C", "C", "C", "C", "N", "H", "H", "H", "H", "H", "H"],
  "coordinates": [[-3.67220, 0.64413, -2.31535], [0.95711, -2.43638, -2.17164], [2.10417, -1.70055, -1.79590], [1.99399, -0.38750, -2.33528], [2.92193, -2.07997, -1.20491], [0.73267, -0.29583, -3.04743], [0.09856, -1.57886, -2.89393], [-0.87970, -1.80487, -3.29367], [0.77310, -3.48151, -1.96168], [2.61693, 0.46562, -2.11040], [0.11303, 0.92248, -3.61032], [0.25499, -0.26131, -0.69490], [0.60304, -2.34542, 1.03808], [-2.12898, -1.03360, -0.29233], [0.69871, -2.95363, 2.02240], [-3.16515, -1.24001, 0.20593], [0.44140, 1.83415, -3.11207], [-0.97711, 0.91928, -3.57502], [0.42149, 1.01673, -4.64532], [-1.46655, -0.77071, 2.89146], [-0.75951, 0.37431, 2.72404], [-0.71779, 1.33363, 3.76321], [0.01891, 2.49321, 3.56782], [0.70834, 2.69401, 2.36371], [0.64034, 1.73360, 1.36886], [-0.11128, 0.58552, 1.54480], [-1.51423, -1.49916, 2.19822], [-1.93601, -0.87203, 3.77753], [-1.28992, 1.07865, 4.66544], [0.05489, 3.23704, 4.35476], [1.28979, 3.58139, 2.18268], [1.17506, 1.82760, 0.39120]]
}

{
  "formula": "C29H24Cl2N3PRuS3",
  "method": "the ωB97M-V functional and the def2-TZVPD basis",
  "max_force_ha_per_bohr": 0.011,
  "spin_multiplicity": 5,
  "gap_ev": [7.5357, 5.8552],
  "mol_weight_g_mol": 713.7,
  "total_charge": 2,
  "e_tot_ev": -104339.5909,
  "homo_energy_ev": [-13.7, -13.8],
  "elements": ["Ru", "S", "C", "C", "C", "C", "C", "C", "N", "C", "C", "C", "C", "C", "C", "C", "H", "H", "H", "H", "H", "H", "H", "H", "S", "P", "S", "C", "C", "C", "C", "C", "C", "C", "C", "C", "C", "C", "C", "H", "H", "H", "H", "H", "H", "H", "H", "H", "H", "Cl", "C", "Cl", "H", "H", "N", "C", "C", "C", "N", "H", "H", "H", "H"],
  "coordinates": [[0.09692, 0.84903, -0.96455], [0.09152, -1.94086, -4.40687], [-0.76596, -2.76705, -3.13597], [-1.32031, -4.04115, -3.15951], [-1.94990, -4.48503, -2.01478], [-2.02606, -3.68320, -0.87162], [-1.47837, -2.41594, -0.84821], [-0.84481, -1.96002, -1.99994], [-0.23091, -0.71822, -2.18664], [0.29990, -0.59100, -3.40306], [0.95606, 0.65491, -3.70370], [1.52724, 0.97223, -4.92534], [2.07941, 2.23594, -5.10066], [2.04633, 3.15984, -4.06700], [1.48109, 2.83491, -2.83502], [0.94761, 1.57092, -2.63402], [-1.26076, -4.66436, -4.03994], [-2.39017, -5.47183, -2.00196], [-2.52321, -4.06665, 0.00783], [-1.53432, -1.79520, 0.03239], [1.53730, 0.25576, -5.73629], [2.52580, 2.50071, -6.04794], [2.46491, 4.14599, -4.21204], [1.46815, 3.58510, -2.05351], [0.24207, -1.16482, 3.14904], [-0.36902, -0.02025, 4.69421], [0.23741, 1.68462, 3.83196], [-2.14755, -0.03097, 4.95139], [-2.75763, -1.24968, 5.25760], [-4.12738, -1.29913, 5.45273], [-4.88486, -0.13549, 5.35867], [-4.27586, 1.07702, 5.06753], [-2.90394, 1.13264, 4.85594], [0.39994, -0.46417, 6.24115], [1.62424, -1.12976, 6.26803], [2.21666, -1.41074, 7.48785], [1.59652, -1.02418, 8.66830], [0.37889, -0.35768, 8.64078], [-0.22698, -0.07767, 7.42760], [-2.16511, -2.15258, 5.34603], [-4.60410, -2.23950, 5.69037], [-5.95259, -0.17588, 5.52438], [-4.86477, 1.98170, 5.01145], [-2.42639, 2.07698, 4.62385], [2.10022, -1.43125, 5.34464], [3.16125, -1.93473, 7.51977], [2.06363, -1.24765, 9.61709], [-0.10061, -0.06196, 9.56268], [-1.18116, 0.43232, 7.40524], [1.03821, 2.64703, 0.50516], [2.45100, 1.66131, 1.02990], [2.22225, -0.00745, 0.47843], [2.47166, 1.68106, 2.11660], [3.33444, 2.07344, 0.55529], [-2.03461, 0.26550, 1.31141], [-3.34587, 0.33995, 1.55086], [-3.93836, 0.97214, 0.46846], [-2.89045, 1.25729, -0.39121], [-1.72413, 0.82356, 0.12240], [-1.30933, -0.08926, 1.95035], [-3.75719, -0.04666, 2.46759], [-4.97937, 1.19535, 0.33090], [-2.91375, 1.74159, -1.35649]]
}

{
  "formula": "C6H6N2S2",
  "method": "the ωB97M-V functional and the def2-TZVPD basis",
  "max_force_ha_per_bohr": 0.086,
  "gap_ev": 7.8882,
  "mol_weight_g_mol": 170.3,
  "e_tot_ev": -30967.8911,
  "smiles": "S=C1C=CN2C=CS[C@@H]2N1",
  "homo_energy_ev": -7.9,
  "elements": ["S", "C", "C", "C", "N", "C", "C", "S", "C", "N", "H", "H", "H", "H", "H", "H"],
  "coordinates": [[-2.74761, 0.15818, -2.44944], [-1.73279, 0.18268, -1.13448], [-1.24937, 1.45875, -0.63240], [-0.17052, 1.46649, 0.18847], [0.36471, 0.34728, 0.76966], [1.75060, 0.13153, 0.87611], [2.20223, -1.13233, 0.79689], [0.86916, -2.26284, 0.60284], [-0.43700, -1.00037, 0.48944], [-1.08512, -0.91081, -0.75652], [-1.63468, 2.32320, -0.94491], [0.50200, 2.38210, 0.44978], [2.28812, 1.07753, 1.06680], [3.07750, -1.65737, 0.87186], [-1.01091, -1.03380, 1.36795], [-0.98632, -1.53022, -1.56205]]
}

{
  "formula": "CH2ClNO2",
  "method": "the ωB97M-V functional and the def2-TZVPD basis",
  "max_force_ha_per_bohr": 0.099,
  "gap_ev": [8.3027, 8.2701],
  "mol_weight_g_mol": 95.5,
  "e_tot_ev": -19171.1312,
  "homo_energy_ev": [-9.9, -9.9],
  "elements": ["C", "N", "O", "O", "Cl", "H", "H"],
  "coordinates": [[0.88768, 0.05560, -0.14258], [-2.70783, 0.25861, -0.23545], [-0.49930, -0.06035, -0.11539], [-1.96855, 0.29976, 0.61638], [1.69608, -1.43685, 0.54966], [1.18211, 0.02174, -1.19296], [1.40980, 0.86150, 0.52033]]
}

{
  "formula": "C2H2N3O",
  "method": "the ωB97M-V functional and the def2-TZVPD basis",
  "max_force_ha_per_bohr": 0.048,
  "gap_ev": 9.2496,
  "mol_weight_g_mol": 84.1,
  "total_charge": 1,
  "e_tot_ev": -8612.8247,
  "homo_energy_ev": -14.6,
  "elements": ["C", "C", "N", "N", "N", "O", "H", "H"],
  "coordinates": [[0.46755, -0.26241, 0.42193], [-0.98634, 1.09640, -0.11782], [0.50888, -2.55438, -0.18477], [0.58042, -1.45548, -0.08510], [0.18812, 0.83023, -0.45629], [-2.02308, 1.35145, 0.21779], [0.42101, -0.03081, 1.41640], [0.84344, 1.02501, -1.21215]]
}

{
  "formula": "C5H8O2",
  "method": "the ωB97M-V functional and the def2-TZVPD basis",
  "max_force_ha_per_bohr": 0.271,
  "gap_ev": 10.1171,
  "mol_weight_g_mol": 100.1,
  "e_tot_ev": -9404.9955,
  "smiles": "O=C[C@@H]1CCOC1",
  "homo_energy_ev": -9.5,
  "elements": ["O", "C", "C", "C", "C", "O", "C", "H", "H", "H", "H", "H", "H", "H", "H"],
  "coordinates": [[1.32876, 1.00639, 1.63710], [0.04353, 1.09935, 1.47753], [-0.63519, -0.01241, 0.63951], [0.31036, -1.06531, 0.14463], [0.86111, -0.41290, -1.10390], [-0.00298, 0.68477, -1.42085], [-1.12703, 0.71929, -0.69350], [-0.56472, 1.80436, 1.95131], [-1.30341, -0.38348, 1.34929], [1.25679, -1.38241, 0.85596], [-0.05736, -1.91811, -0.12906], [2.07464, -0.45667, -1.07748], [1.05000, -1.30246, -1.92640], [-1.85295, 0.06909, -1.19651], [-1.38155, 1.55050, -0.50765]]
}

{
  "formula": "FHO2S",
  "method": "the ωB97M-V functional and the def2-TZVPD basis",
  "max_force_ha_per_bohr": 0.047,
  "gap_ev": 10.6604,
  "mol_weight_g_mol": 84.1,
  "e_tot_ev": -17663.4699,
  "homo_energy_ev": -11.7,
  "elements": ["O", "O", "F", "S", "H"],
  "coordinates": [[1.62517, -1.61028, 0.05771], [1.61362, 0.85803, -0.46266], [-1.96617, 0.43183, 0.08147], [0.99073, -0.44925, -0.57704], [-2.26336, 0.76966, 0.90051]]
}

{
  "formula": "C25H19N7O5Pd",
  "method": "the ωB97M-V functional and the def2-TZVPD basis",
  "max_force_ha_per_bohr": 0.065,
  "gap_ev": [5.5758, 5.5768],
  "mol_weight_g_mol": 603.9,
  "total_charge": 2,
  "e_tot_ev": -50366.4050,
  "homo_energy_ev": [-14.3, -14.3],
  "elements": ["Pd", "O", "C", "O", "C", "C", "C", "C", "C", "N", "C", "O", "O", "H", "H", "H", "N", "C", "N", "O", "H", "H", "H", "H", "N", "C", "C", "C", "C", "C", "C", "C", "H", "H", "H", "H", "H", "N", "C", "C", "C", "C", "C", "C", "C", "N", "C", "C", "N", "C", "H", "H", "H", "H", "H", "H", "H"],
  "coordinates": [[1.14030, 0.48154, 0.38184], [3.20519, 0.72066, -3.15089], [2.85902, 0.63390, -2.01226], [1.55627, 0.58856, -1.68124], [3.76063, 0.56539, -0.83097], [5.13910, 0.51110, -0.89550], [5.85230, 0.44349, 0.29533], [5.17498, 0.46276, 1.50972], [3.79526, 0.52268, 1.49313], [3.12758, 0.55875, 0.34179], [2.92931, 0.55528, 2.70892], [3.33118, 0.62117, 3.83253], [1.62258, 0.52163, 2.42270], [5.61966, 0.52491, -1.86442], [6.93155, 0.37249, 0.27706], [5.68568, 0.43456, 2.46297], [0.02412, 2.86158, 2.37869], [0.61438, 3.23860, 1.24630], [0.64727, 4.52412, 0.90699], [1.13865, 2.42789, 0.39724], [-0.24711, 3.55733, 3.05557], [0.25030, 1.94833, 2.74482], [0.33003, 5.25142, 1.52523], [1.07972, 4.79056, 0.03818], [1.23318, -1.45565, 0.28888], [1.24204, -2.60144, 0.26102], [1.25164, -4.02411, 0.22175], [1.71807, -4.73516, 1.33168], [1.72421, -6.11502, 1.27944], [1.27471, -6.76938, 0.13729], [0.80799, -6.05398, -0.96040], [0.79264, -4.67344, -0.92844], [2.06478, -4.21194, 2.21306], [2.07824, -6.68257, 2.12871], [1.28863, -7.85070, 0.10216], [0.45829, -6.57413, -1.84124], [0.43738, -4.10210, -1.77576], [-8.12263, 3.37176, -3.75433], [-7.23348, 2.95502, -3.15941], [-6.11702, 2.43624, -2.41060], [-4.81709, 2.74293, -2.80063], [-3.74400, 2.24089, -2.08705], [-3.97455, 1.43260, -0.98406], [-5.26446, 1.12301, -0.58707], [-6.33776, 1.62826, -1.30131], [-2.85399, 0.90182, -0.23493], [-2.92553, 0.10564, 0.89174], [-1.65418, -0.17644, 1.26314], [-0.81250, 0.44638, 0.36869], [-1.56015, 1.08629, -0.51893], [-4.64720, 3.37237, -3.66278], [-2.74491, 2.49245, -2.41333], [-5.46190, 0.49315, 0.26753], [-7.34777, 1.39255, -0.99706], [-3.85264, -0.19911, 1.33905], [-1.29406, -0.76904, 2.08666], [-1.17393, 1.65408, -1.34717]]
}